--- 1 ---
C4H9N2O | wB97M-V/def2-TZVPD

Output
HOMO level (alpha / beta): -0.5078 / -0.5077 hartree
Total charge: +1

Each line ends with the natural charge from an NBO analysis.
Cartesian coordinates (Å):
C  2.2867  0.8852  -0.4805  -0.600
C  1.6305  0.0073  0.6123  -0.471
C  0.1649  0.0962  0.3267  0.299
N  -0.5935  -0.9120  0.0450  -0.449
C  -1.9546  -1.0131  -0.1617  0.068
N  -2.8922  -0.0780  -0.1252  0.022
O  -2.8215  1.0768  0.3120  -0.398
H  2.0561  1.9561  -0.0728  0.228
H  1.6382  0.6428  -1.4093  0.216
H  3.4107  0.7752  -0.5310  0.269
H  1.7538  0.4585  1.5393  0.262
H  1.8711  -1.0912  0.4389  0.217
H  -0.3023  1.1848  0.3981  0.272
H  -0.1999  -1.7973  0.0562  0.433
H  -2.1885  -1.9108  -0.5565  0.215
H  -3.8596  -0.2803  -0.3916  0.416

***

--- 2 ---
C4H9N2O | wB97M-V/def2-TZVPD

Output
HOMO level (alpha / beta): -0.5227 / -0.4967 hartree
Total charge: +1

Each line ends with the natural charge from an NBO analysis.
Cartesian coordinates (Å):
C  -0.4773  -0.8824  0.0532  0.490
C  -0.0868  1.3165  0.6639  -0.571
C  1.5085  0.4218  -1.0239  -0.596
C  0.0143  0.3651  -0.5847  -0.369
N  -2.8539  -0.9521  0.5437  0.353
N  0.0448  -1.9666  0.4446  -0.710
O  -3.3550  0.0240  0.2648  -0.069
H  0.2883  0.7949  1.5585  0.218
H  -1.1066  1.6071  0.7807  0.222
H  0.5813  2.1639  0.4765  0.245
H  1.7021  0.2998  -2.1129  0.250
H  1.9605  1.3307  -0.5854  0.237
H  1.9505  -0.3801  -0.5296  0.190
H  -0.7336  0.6859  -1.2974  0.260
H  1.0103  -2.2619  0.2918  0.421
H  -0.4472  -2.5666  1.0562  0.428

***

--- 3 ---
C4H9N2O | wB97M-V/def2-TZVPD

Output
HOMO level: -0.5530 hartree
Total charge: +1

Each line ends with the natural charge from an NBO analysis.
Cartesian coordinates (Å):
C  1.5148  -0.3767  -0.8854  -0.684
C  0.1443  0.1189  -0.3368  0.502
N  -0.5211  0.9361  -1.3583  -0.702
N  0.2171  0.9939  0.8190  -0.457
C  -0.2453  0.3463  1.7964  0.159
C  -0.9697  -0.9115  1.4236  -0.164
O  -0.7707  -0.9171  -0.0369  -0.514
H  1.3082  -1.1147  -1.7055  0.249
H  1.8634  -0.9890  -0.0295  0.253
H  2.3921  0.3849  -1.1716  0.268
H  -1.2308  0.5252  -1.8715  0.448
H  0.1342  1.3135  -2.1826  0.460
H  -0.8544  1.7704  -0.8374  0.466
H  -0.3464  0.6251  2.9323  0.247
H  -0.5876  -1.7281  2.0214  0.226
H  -2.0480  -0.9771  1.4229  0.243

***

Decreasing stability: 3, 1, 2

***

--- 1 ---
C4H9N2O | wB97M-V/def2-TZVPD

Output
HOMO level (alpha / beta): -0.6005 / -0.6023 hartree
Total charge: +1

Each line ends with the natural charge from an NBO analysis.
Cartesian coordinates (Å):
C  0.9926  -0.9898  -0.1095  -0.445
C  1.5768  0.2287  0.5689  -0.287
C  -0.3785  -0.3806  -0.7471  -0.122
C  -1.7884  -0.7362  0.0287  -0.590
N  0.7068  1.2694  0.1408  -0.114
N  -0.2416  0.9786  -0.5373  0.104
O  -1.6765  2.6725  0.0970  -0.049
H  1.6317  -1.4434  -0.9231  0.267
H  0.6897  -1.7905  0.6666  0.254
H  1.6071  0.1842  1.5887  0.249
H  2.5298  0.4573  0.2209  0.249
H  -0.4637  -0.4319  -1.8566  0.280
H  -2.6372  -1.0723  -0.6849  0.273
H  -2.1316  0.2187  0.4275  0.238
H  -1.3862  -1.4417  0.8213  0.238
H  0.9691  2.2772  0.2981  0.454

***

--- 2 ---
C4H9N2O | wB97M-V/def2-TZVPD

Output
HOMO level: -0.5145 hartree
Total charge: +1

Each line ends with the natural charge from an NBO analysis.
Cartesian coordinates (Å):
C  -0.5949  -0.6729  0.1689  0.474
C  1.1154  0.5760  -0.4894  -0.251
C  1.4384  -0.8655  0.0726  0.263
C  -1.1633  1.7350  -0.2543  -0.442
N  -0.2470  0.5831  -0.0768  -0.363
N  -1.6605  -1.3750  0.4342  -0.759
O  2.1268  -1.0762  1.2234  -0.629
H  1.6376  1.3772  -0.0289  0.226
H  1.3565  0.6710  -1.5337  0.227
H  1.6549  -1.5523  -0.6508  0.177
H  -2.1163  1.7208  0.2910  0.242
H  -0.3722  2.5543  -0.0491  0.238
H  -1.4655  1.7413  -1.2904  0.220
H  -1.6836  -2.4046  0.7744  0.459
H  -2.5549  -1.0131  0.2647  0.409
H  2.5286  -1.9991  1.1441  0.510

***

Decreasing stability: 2, 1

***

--- 1 ---
C3H4O2 | wB97M-V/def2-TZVPD

Output
HOMO level: -0.3528 hartree

Each line ends with the natural charge from an NBO analysis.
Cartesian coordinates (Å):
C  1.2984  -2.0639  1.8800  -0.257
C  0.8286  -1.9632  0.7679  -0.251
C  -1.3190  0.9769  -1.3198  0.452
O  -0.5097  0.5234  -0.4402  -0.690
O  -1.0472  2.3359  -1.5341  -0.755
H  1.5613  -2.3962  2.9111  0.246
H  0.6404  -1.3786  -0.1632  0.257
H  0.2018  1.1444  0.0221  0.489
H  -1.6547  2.8213  -2.1238  0.508

***

--- 2 ---
C3H4O2 | wB97M-V/def2-TZVPD

Output
HOMO level: -0.3451 hartree

Each line ends with the natural charge from an NBO analysis.
Cartesian coordinates (Å):
O  -0.9811  -1.7140  0.6393  -0.483
C  -0.2672  -0.7499  0.5142  0.560
C  -0.7173  0.7477  0.0131  -0.165
O  0.4252  0.9699  -0.6024  -0.519
C  1.0681  -0.2970  -0.1912  -0.169
H  -1.0759  1.2034  0.9319  0.174
H  -1.6396  0.8046  -0.6778  0.181
H  1.2240  -0.8803  -1.0418  0.208
H  1.9638  -0.0844  0.4148  0.214

***

Decreasing stability: 2, 1

***

--- 1 ---
C3H4O2 | wB97M-V/def2-TZVPD

Output
HOMO level: -0.3658 hartree

Each line ends with the natural charge from an NBO analysis.
Cartesian coordinates (Å):
C  -0.6767  1.3236  -0.0059  -0.727
C  -0.5697  -0.1269  0.0046  0.355
C  0.8757  -0.6226  -0.0367  0.341
H  -1.0900  1.4310  1.5221  0.264
H  -1.7316  1.7463  -0.9890  0.285
H  0.7311  1.8245  -0.2954  0.313
H  0.8742  -1.7147  0.0786  0.148
O  -1.4343  -0.9667  -0.0168  -0.498
O  1.8644  0.1252  0.0058  -0.481

***

--- 2 ---
C3H4O2 | wB97M-V/def2-TZVPD

Output
HOMO level: -0.3886 hartree

Each line ends with the natural charge from an NBO analysis.
Cartesian coordinates (Å):
C  -1.4875  0.2913  -0.1561  -0.332
C  -0.3252  -0.3416  0.0828  -0.362
C  1.0166  0.4544  -0.0022  0.768
O  1.1276  1.6125  0.1087  -0.530
O  2.1511  -0.3747  -0.1481  -0.698
H  -2.4495  -0.3076  0.0984  0.209
H  -1.6827  1.3646  -0.5359  0.239
H  -0.2785  -1.4251  0.7713  0.228
H  1.9282  -1.2738  -0.2189  0.478

***

--- 3 ---
C3H4O2 | wB97M-V/def2-TZVPD

Output
HOMO level: -0.3604 hartree

Each line ends with the natural charge from an NBO analysis.
Cartesian coordinates (Å):
O  -1.3656  -0.6849  1.2559  -0.492
C  -0.5033  -0.3761  0.5088  0.554
C  0.4329  -0.9010  -0.5537  -0.209
O  0.5271  0.5552  -0.9416  -0.515
C  -0.0426  1.0045  0.2058  -0.174
H  -0.3463  -1.2796  -1.3273  0.230
H  1.3000  -1.5764  -0.1659  0.238
H  0.7094  1.4272  1.0104  0.169
H  -0.7117  1.8312  0.0076  0.199

***

Decreasing stability: 2, 3, 1

***

--- 1 ---
C4H13N2O | wB97M-V/def2-TZVPD

Output
HOMO level: -0.5377 hartree
Total charge: +1

Each line ends with the natural charge from an NBO analysis.
Cartesian coordinates (Å):
C  2.1401  -0.3118  -1.0794  -0.710
C  2.0089  1.0757  -0.4867  0.707
O  0.8963  1.5998  -0.2820  -0.687
N  3.1274  1.7883  -0.3654  -0.754
H  1.5653  -1.0445  -0.5191  0.235
H  3.1838  -0.5562  -1.1773  0.233
H  3.0802  2.7046  0.0472  0.424
H  4.0147  1.3240  -0.4567  0.413
H  1.7772  -0.2433  -2.1098  0.261
C  -1.9419  -0.7873  0.0413  -0.242
C  -2.8217  -1.4207  1.1009  -0.645
N  -1.2577  0.4581  0.4783  -0.710
H  -1.1577  -1.4814  -0.2872  0.214
H  -2.3607  -0.6496  -0.9611  0.236
H  -3.8675  -1.5296  0.8360  0.250
H  -2.7015  -0.9280  2.0453  0.217
H  -0.2951  0.7748  0.0339  0.470
H  -1.0349  0.4069  1.4738  0.419
H  -1.8779  1.2496  0.3306  0.427
H  -2.4774  -2.4293  1.3376  0.243

***

--- 2 ---
C4H13N2O | wB97M-V/def2-TZVPD

Output
HOMO level (alpha / beta): -0.4661 / -0.4325 hartree
Total charge: +1

Each line ends with the natural charge from an NBO analysis.
Cartesian coordinates (Å):
C  -1.4685  -1.4528  0.4255  -0.432
C  -0.6216  0.7239  -1.5563  -0.424
C  0.2746  1.7567  0.4997  -0.457
C  1.9391  -1.0866  -0.0999  0.216
N  -1.3453  0.0173  0.4988  -0.424
N  -0.2747  0.5448  -0.1318  -0.189
O  2.2349  -0.4747  0.9832  -0.584
H  -2.4987  -1.6739  0.1250  0.238
H  -0.6463  -1.6942  -0.3210  0.190
H  -1.2048  -2.0074  1.3360  0.208
H  -1.4114  1.3982  -1.7494  0.219
H  0.1820  0.9683  -2.1628  0.210
H  -1.0568  -0.1644  -1.8821  0.215
H  0.5971  2.4493  -0.3034  0.236
H  -0.4161  2.3462  1.1655  0.232
H  1.1574  1.5282  1.1697  0.224
H  1.8800  -2.1515  -0.4220  0.217
H  1.9869  -0.4691  -0.9736  0.187
H  -1.4077  0.3028  1.5108  0.379
H  2.0999  -0.8612  1.8880  0.540

***

--- 3 ---
C4H13N2O | wB97M-V/def2-TZVPD

Output
HOMO level: -0.4764 hartree
Total charge: +1

Each line ends with the natural charge from an NBO analysis.
Cartesian coordinates (Å):
C  -1.1725  2.5035  1.4563  -0.420
N  -0.2096  1.4587  1.1327  -0.626
C  -0.7631  0.1492  0.7879  -0.251
C  -0.0963  -0.2895  -0.5123  -0.052
N  -0.7530  -1.5898  -1.0144  -0.677
C  1.3730  -0.6255  -0.3326  -0.096
O  1.7296  -1.3747  -1.4925  -0.743
H  -1.9093  2.5297  0.6414  0.191
H  -1.7707  2.4019  2.3640  0.191
H  -0.6562  3.4568  1.3821  0.225
H  0.3991  1.3389  1.9215  0.369
H  -0.4977  -0.5858  1.5598  0.193
H  -1.8521  0.1909  0.7493  0.212
H  -0.2016  0.4619  -1.2920  0.239
H  -1.7503  -1.5174  -1.1532  0.439
H  -0.3790  -1.7459  -1.9373  0.462
H  -0.4776  -2.2996  -0.3385  0.442
H  1.9369  0.3012  -0.2453  0.228
H  1.5132  -1.2356  0.5624  0.172
H  2.6596  -1.5475  -1.4543  0.501

***

--- 4 ---
C4H13N2O | wB97M-V/def2-TZVPD

Output
HOMO level: -0.5099 hartree
Total charge: +1

Each line ends with the natural charge from an NBO analysis.
Cartesian coordinates (Å):
C  0.3753  -0.9910  -0.7875  -0.186
C  1.0188  -0.6673  0.5185  -0.440
C  0.0929  -1.1116  1.6239  -0.263
C  -1.9592  -0.2809  2.4615  0.029
N  -1.1053  -0.2317  1.5498  -0.483
N  -0.4888  0.2613  -1.2633  -0.731
H  -0.4012  -1.6536  -0.5875  0.213
H  1.1244  -1.1355  -1.5764  0.239
H  1.9914  -1.1652  0.6698  0.253
H  1.1858  0.3917  0.3581  0.215
H  -0.2374  -2.1288  1.4481  0.211
H  0.5916  -1.0673  2.6352  0.222
H  -1.8087  -0.8384  3.3658  0.157
H  -2.8171  0.2227  2.3890  0.176
H  -1.2371  -0.1186  -1.7417  0.423
H  -0.7882  0.7701  -0.3719  0.479
H  0.1720  0.8193  -1.9476  0.475
H  1.4862  3.3659  -2.2664  0.481
H  1.5750  2.8647  -3.6452  0.483
O  1.2294  2.6940  -2.8321  -0.955

***

Decreasing stability: 1, 3, 4, 2